Record 1
Molecular formula: C35H36FIN4PtTe
Method: DFT, ωB97M-V/def2-TZVPD

CARTESIAN COORDINATES (ANGSTROEM)
Pt -0.309 0.561 -1.257
C 1.335 -4.469 2.996
C 2.648 -3.989 2.442
C 3.852 -4.567 2.823
C 5.063 -4.128 2.309
C 5.082 -3.077 1.406
C 3.895 -2.470 1.021
C 2.684 -2.931 1.527
N 1.448 -2.335 1.170
C 1.235 -1.570 0.044
N 1.772 -1.997 -1.109
C 1.789 -1.353 -2.386
C 1.065 -0.181 -2.655
C 1.352 0.381 -3.915
C 2.205 -0.184 -4.843
C 2.811 -1.400 -4.559
C 2.609 -1.999 -3.330
C 3.279 -3.316 -3.021
N 0.498 -0.516 0.125
C -0.302 -0.093 1.261
C -1.452 -1.060 1.662
C -2.127 -0.876 3.040
C -1.618 0.237 3.998
C -0.459 1.185 3.567
C 0.235 1.041 2.183
C 1.711 1.346 2.133
H 1.471 -5.388 3.564
H 0.617 -4.658 2.196
H 0.887 -3.731 3.669
H 3.834 -5.384 3.535
H 5.987 -4.598 2.620
H 6.020 -2.710 1.011
H 3.912 -1.624 0.346
H 0.829 -2.107 1.934
H 2.325 -2.834 -1.032
H 0.904 1.329 -4.197
H 2.392 0.315 -5.786
H 3.455 -1.881 -5.286
H 3.754 -3.711 -3.917
H 2.565 -4.068 -2.675
H 4.060 -3.218 -2.258
H -1.370 -2.085 1.293
H -2.456 -1.789 3.531
H -1.649 -0.007 5.058
H 0.203 1.483 4.378
H 1.920 2.288 2.646
H 2.050 1.452 1.100
H 2.298 0.557 2.617
I 0.876 3.767 -1.317
C -2.846 3.035 -1.578
C -3.208 4.353 -1.349
C -4.264 4.590 -0.481
C -4.907 3.515 0.106
C -4.468 2.237 -0.204
N -3.459 2.000 -1.039
H -2.651 5.176 -1.770
H -4.570 5.606 -0.265
H -5.730 3.657 0.792
H -4.943 1.366 0.232
C -1.324 4.271 -4.002
Te -1.341 2.427 -2.988
C -2.928 1.748 -4.278
H -2.246 4.763 -3.713
H -1.327 4.063 -5.070
H -0.438 4.816 -3.699
H -2.493 1.222 -5.127
H -3.526 2.589 -4.622
H -3.532 1.056 -3.694
F -3.627 1.814 4.116
C -2.630 1.220 3.360
C -1.500 2.172 2.944
C -0.833 2.013 1.552
C -1.283 0.866 0.608
C -2.467 -0.056 1.015
C -3.145 0.127 2.406
H -1.622 3.190 3.311
H -0.523 2.947 1.091
H -3.135 -0.385 0.220
H -4.221 -0.033 2.460

Output
HOMO-LUMO gap = 6.432 eV
total charge = 0
energy relative to the best compared isomer or geometry (same formula, charge and spin) = 5.823 eV

Calculated atomic charges, method Löwdin, unit e:
1. Pt 0.80
2. C -0.04
3. C -0.21
4. C -0.05
5. C -0.09
6. C -0.08
7. C -0.03
8. C -0.20
9. N 0.15
10. C -0.35
11. N 0.15
12. C -0.21
13. C -0.25
14. C -0.18
15. C -0.10
16. C -0.07
17. C -0.23
18. C -0.05
19. N -0.01
20. C -0.36
21. C -0.10
22. C -0.11
23. C -0.07
24. C -0.08
25. C -0.29
26. C -0.02
27. H 0.08
28. H 0.08
29. H 0.08
30. H 0.11
31. H 0.10
32. H 0.11
33. H 0.12
34. H 0.13
35. H 0.11
36. H 0.02
37. H 0.10
38. H 0.11
39. H 0.08
40. H 0.08
41. H 0.08
42. H 0.14
43. H 0.13
44. H 0.14
45. H 0.14
46. H 0.09
47. H 0.06
48. H 0.08
49. I 0.07
50. C -0.49
51. C -0.09
52. C -0.05
53. C -0.04
54. C -0.12
55. N 0.03
56. H 0.09
57. H 0.11
58. H 0.11
59. H 0.11
60. C -0.34
61. Te 1.38
62. C -0.31
63. H 0.01
64. H 0.03
65. H -0.04
66. H 0.01
67. H 0.02
68. H 0.01
69. F 0.03
70. C -0.32
71. C -0.06
72. C -0.14
73. C -0.31
74. C -0.16
75. C -0.08
76. H 0.15
77. H 0.04
78. H 0.11
79. H 0.14

=====

Record 2
Molecular formula: C35H36FeN
Method: DFT, ωB97M-V/def2-TZVPD

CARTESIAN COORDINATES (ANGSTROEM)
C 1.762 6.011 0.092
C 0.634 5.751 0.872
C 0.178 4.437 1.027
C 0.865 3.377 0.426
C 0.307 1.953 0.388
C -0.849 1.799 1.370
C -2.098 1.318 0.959
C -2.977 0.791 1.915
C -2.682 0.927 3.274
C -1.511 1.577 3.685
C -0.621 2.067 2.726
C -0.116 1.677 -1.053
C -0.881 2.634 -1.730
C -1.288 2.390 -3.047
C -1.013 1.162 -3.662
C -0.209 0.235 -3.006
C 0.267 0.514 -1.718
C 1.393 0.929 0.766
C 2.379 1.311 1.877
C 2.896 -0.051 2.336
C 1.701 -1.002 2.137
N 0.918 -0.428 1.042
C 2.018 3.637 -0.325
C 2.455 4.951 -0.504
H 2.099 7.039 -0.047
H 0.080 6.555 1.359
H -0.734 4.269 1.607
H -2.377 1.328 -0.102
H -3.875 0.277 1.564
H -3.379 0.536 4.017
H -1.276 1.701 4.745
H 0.229 2.682 3.034
H -1.144 3.572 -1.234
H -1.851 3.161 -3.574
H -1.400 0.946 -4.659
H 0.043 -0.726 -3.461
H 0.884 -0.234 -1.214
H 2.065 0.779 -0.093
H 3.156 1.967 1.474
H 1.864 1.840 2.681
H 3.734 -0.363 1.701
H 3.239 -0.033 3.372
H 1.992 -2.031 1.884
H 1.092 -1.032 3.064
H -0.081 -0.515 1.198
H 2.553 2.810 -0.798
H 3.328 5.136 -1.133
C -1.547 -1.542 -0.553
C -1.360 -2.536 0.496
C -1.781 -3.857 0.171
C -2.315 -4.900 1.053
C -2.618 -6.069 0.268
C -2.354 -5.764 -1.131
C -1.888 -4.401 -1.209
Fe -3.642 -4.497 -0.360
C -4.751 -2.872 -0.524
C -5.137 -3.686 0.623
C -5.490 -5.007 0.128
C -5.322 -5.008 -1.310
C -4.864 -3.700 -1.713
H -1.381 -0.526 -0.208
H -0.899 -1.699 -1.426
H -2.585 -1.580 -0.925
H -1.146 -2.276 1.530
H -2.354 -4.785 2.132
H -2.912 -7.039 0.661
H -2.427 -6.464 -1.959
H -1.533 -3.863 -2.080
H -4.538 -1.810 -0.505
H -5.221 -3.343 1.650
H -5.898 -5.821 0.719
H -5.588 -5.818 -1.981
H -4.717 -3.370 -2.737

Output
HOMO-LUMO gap (alpha / beta) = 3.033 / 4.929 eV
spin multiplicity = 5
total charge = -1
energy relative to the best compared isomer or geometry (same formula, charge and spin) = 0.000 eV

Calculated atomic charges, method Löwdin, unit e:
1. C -0.10
2. C -0.08
3. C -0.04
4. C -0.17
5. C -0.26
6. C -0.17
7. C -0.03
8. C -0.06
9. C -0.09
10. C -0.07
11. C -0.06
12. C -0.18
13. C -0.03
14. C -0.08
15. C -0.09
16. C -0.08
17. C -0.05
18. C -0.30
19. C -0.13
20. C -0.16
21. C -0.19
22. N 0.00
23. C -0.03
24. C -0.07
25. H 0.10
26. H 0.10
27. H 0.12
28. H 0.12
29. H 0.11
30. H 0.10
31. H 0.10
32. H 0.11
33. H 0.12
34. H 0.10
35. H 0.10
36. H 0.11
37. H 0.11
38. H 0.13
39. H 0.11
40. H 0.09
41. H 0.11
42. H 0.10
43. H 0.11
44. H 0.11
45. H 0.07
46. H 0.13
47. H 0.10
48. C -0.14
49. C -0.11
50. C -0.33
51. C -0.16
52. C -0.20
53. C -0.20
54. C -0.16
55. Fe 0.29
56. C -0.20
57. C -0.19
58. C -0.20
59. C -0.20
60. C -0.19
61. H 0.02
62. H 0.07
63. H 0.07
64. H 0.08
65. H 0.10
66. H 0.09
67. H 0.09
68. H 0.10
69. H 0.08
70. H 0.09
71. H 0.09
72. H 0.09
73. H 0.09

=====

Record 3
Molecular formula: C35H36N4O17
Method: DFT, ωB97M-V/def2-TZVPD

CARTESIAN COORDINATES (ANGSTROEM)
C 2.118 -0.954 4.180
C 1.711 -0.362 2.807
N 1.348 1.097 2.891
C -0.004 1.349 2.539
C -0.393 1.924 1.310
C 0.592 2.356 0.237
C 1.219 1.226 -0.569
O 0.707 0.956 -1.632
N 2.342 0.550 -0.119
C 3.479 1.416 0.178
C 2.712 -0.572 -0.968
C -1.765 2.106 1.088
C -2.370 2.651 -0.191
C -3.499 1.714 -0.636
O -3.031 0.388 -0.637
C -4.105 -0.534 -0.711
C -3.585 -1.933 -0.955
C -2.654 1.766 2.088
N -2.255 1.268 3.249
C -3.386 0.987 4.281
O -4.396 0.489 3.816
O -3.085 1.316 5.425
C -0.967 1.038 3.488
O -0.575 0.512 4.699
C -0.957 -0.719 4.881
N -1.285 -1.788 5.101
H 1.908 -0.258 4.986
H 1.479 -1.818 4.357
H 3.149 -1.288 4.153
H 2.555 -0.515 2.148
H 0.845 -0.884 2.402
H 1.901 1.552 2.180
H 0.036 2.940 -0.478
H 1.316 3.043 0.679
H 4.300 0.836 0.594
H 3.842 1.919 -0.724
H 3.244 2.174 0.922
H 1.875 -1.193 -1.246
H 3.276 -0.253 -1.849
H 3.389 -1.206 -0.392
H -1.673 2.695 -1.018
H -2.836 3.624 -0.031
H -4.383 1.789 0.007
H -3.824 1.997 -1.644
H -4.785 -0.275 -1.529
H -4.635 -0.540 0.248
H -4.450 -2.586 -1.077
H -3.013 -2.318 -0.113
H -2.979 -1.996 -1.856
H -3.711 1.920 1.959
C -0.372 -5.281 -3.201
C 0.149 -4.493 -2.252
C 1.634 -4.322 -2.094
O 2.040 -3.574 -1.223
C 2.511 -5.059 -2.987
C 1.988 -5.845 -3.932
C 0.506 -5.997 -4.109
O 0.110 -6.716 -5.008
O 2.742 -6.542 -4.788
O -0.604 -3.813 -1.394
H -1.438 -5.409 -3.327
H 3.578 -4.940 -2.855
H 2.115 -7.029 -5.361
H 0.013 -3.324 -0.818
C -2.022 4.192 6.697
C -2.167 5.014 5.651
C -1.911 6.489 5.759
O -2.044 7.172 4.758
C -1.519 7.029 7.050
C -1.376 6.210 8.100
C -1.607 4.728 7.984
O -1.439 4.047 8.977
O -1.022 6.640 9.306
O -2.543 4.594 4.440
H -2.204 3.125 6.623
H -1.354 8.095 7.120
H -0.992 5.845 9.872
H -2.564 5.395 3.884
C 3.106 -3.408 -8.831
C 2.685 -3.783 -7.616
C 2.040 -2.811 -6.666
O 1.663 -3.229 -5.585
C 1.903 -1.427 -7.083
C 2.328 -1.052 -8.297
C 2.948 -2.028 -9.258
O 3.292 -1.616 -10.349
O 2.231 0.197 -8.736
O 2.801 -5.025 -7.161
H 3.568 -4.098 -9.522
H 1.453 -0.735 -6.385
H 2.607 0.194 -9.637
H 2.426 -5.017 -6.263

Output
HOMO-LUMO gap = 7.623 eV
total charge = 0

Calculated atomic charges, method Löwdin, unit e:
1. C -0.07
2. C -0.20
3. N 0.06
4. C -0.11
5. C -0.02
6. C -0.02
7. C -0.43
8. O 0.11
9. N -0.17
10. C -0.06
11. C -0.06
12. C -0.10
13. C -0.08
14. C -0.23
15. O -0.14
16. C -0.27
17. C -0.07
18. C 0.04
19. N 0.16
20. C -0.65
21. O 0.06
22. O 0.05
23. C -0.15
24. O 0.13
25. C -0.33
26. N 0.22
27. H 0.07
28. H 0.06
29. H 0.07
30. H 0.09
31. H 0.12
32. H 0.06
33. H 0.10
34. H 0.13
35. H 0.10
36. H 0.10
37. H 0.07
38. H 0.07
39. H 0.10
40. H 0.09
41. H 0.11
42. H 0.13
43. H 0.12
44. H 0.13
45. H 0.12
46. H 0.13
47. H 0.08
48. H 0.07
49. H 0.07
50. H 0.15
51. C 0.08
52. C -0.23
53. C -0.30
54. O 0.09
55. C 0.08
56. C -0.25
57. C -0.32
58. O 0.12
59. O 0.10
60. O 0.11
61. H 0.14
62. H 0.14
63. H 0.12
64. H 0.12
65. C 0.09
66. C -0.23
67. C -0.32
68. O 0.10
69. C 0.07
70. C -0.24
71. C -0.31
72. O 0.12
73. O 0.11
74. O 0.10
75. H 0.12
76. H 0.13
77. H 0.12
78. H 0.11
79. C 0.08
80. C -0.22
81. C -0.30
82. O 0.11
83. C 0.08
84. C -0.24
85. C -0.31
86. O 0.11
87. O 0.12
88. O 0.11
89. H 0.14
90. H 0.14
91. H 0.12
92. H 0.08

=====

Number 1: maximum force 2.0 eV/A, DFT total energy -64191.6611 eV. Number 2: maximum force 2.2 eV/A, DFT total energy -72750.9055 eV. Number 3: maximum force 3.5 eV/A, DFT total energy -77643.2216 eV.